# 1
Below is a molecular structure, C12H32AsF6N4O4 in a non-equilibrium geometry, with properties calculated with the ωB97M-V functional and the def2-TZVPD basis.

```
59
Properties=species:S:1:pos:R:3:forces:R:3
C 5.205994 9.255195 8.300693 0.2680 0.6096 -0.3445
C 6.639452 9.049953 7.874624 -0.7064 0.6250 0.2976
O 7.148320 8.311934 7.117117 -0.2286 -0.6326 -0.3767
N 7.593443 10.041425 8.499105 0.1674 0.9241 0.4965
H 7.123314 10.567922 9.249246 0.2115 0.0980 -0.4592
H 8.272383 9.476473 8.997803 0.2638 -0.4546 0.3079
C 8.386646 10.922260 7.568702 0.4102 -1.1724 0.0969
H 4.801139 10.053528 7.626253 -0.0230 -1.0337 0.0803
H 5.049024 9.704203 9.282677 0.5431 -0.1930 0.1913
H 4.699708 8.298251 8.293088 -0.3668 0.0936 -0.5127
H 9.308592 11.169445 8.064484 0.3535 0.0180 0.1231
H 7.866807 11.799854 7.370812 -1.1025 1.5051 -0.2623
H 8.576240 10.414152 6.627366 -0.0078 -0.3100 0.1912
C 12.346813 7.888226 15.390120 0.9597 0.7293 0.4017
C 11.817735 6.893214 14.485095 -0.0744 -1.6069 -2.0269
O 12.367279 6.282274 13.618535 0.2003 0.4057 1.0227
N 10.292100 6.683042 14.460073 0.4922 1.1150 -0.4053
H 9.959287 7.624063 14.198925 -0.2836 -0.4131 -0.1184
H 10.161516 6.077009 13.625133 -0.0681 0.3705 0.3992
C 9.589263 6.202069 15.653416 -1.2029 0.3899 1.2843
H 13.363699 7.681638 15.702024 0.2259 -0.2933 -0.3347
H 11.802371 7.981793 16.284998 -1.0122 0.1707 1.0908
H 12.362462 8.861898 14.901523 -0.1441 0.0661 -0.1977
H 10.269820 6.055763 16.474514 0.3850 -0.1057 0.1988
H 9.123588 5.263195 15.419815 -0.1642 -0.3858 -0.0531
H 8.792261 6.900182 16.024919 0.8393 -0.4809 -0.7116
C 21.804871 8.246694 12.152301 1.1053 -1.2333 -1.5002
C 20.882499 8.793645 11.099657 0.5345 -0.6187 1.1053
O 19.840505 8.414574 10.718906 -0.0787 0.2278 -0.3344
N 21.471501 10.090217 10.475727 0.7339 1.7145 1.9045
H 21.992062 10.631101 11.263346 -1.2551 -0.9372 -1.4018
H 22.212925 9.961979 9.800101 0.3406 -0.7129 -0.3932
C 20.415206 10.891101 9.839692 -1.1472 0.8246 -0.7248
H 21.495416 7.214336 12.438853 0.0549 0.9262 -0.1993
H 21.870424 8.880687 13.049598 0.2614 -0.0721 -0.4847
H 22.799753 8.123551 11.551558 -1.2609 0.3613 1.5961
H 19.566877 11.085281 10.532348 0.8882 -0.0354 -0.4319
H 20.041399 10.351107 8.978243 -0.1825 -0.5099 0.1510
H 20.812332 11.791976 9.365575 0.1707 0.1195 0.7233
C 13.497136 5.052356 6.410937 0.0853 -1.5189 -0.4408
C 12.477469 5.885807 7.019790 0.0663 1.3082 0.1830
O 11.702949 6.672194 6.599640 -0.0645 -0.3469 -0.2664
N 12.531484 5.886257 8.564225 -1.0279 0.9480 1.0447
H 11.765998 6.576520 8.750585 0.2186 -0.7567 0.3889
H 12.326526 5.025401 9.123307 0.0439 0.4948 -1.0467
C 13.769849 6.512186 9.155099 0.0439 1.5742 -2.4682
H 14.509222 5.435233 6.495496 0.0767 0.1970 0.5040
H 13.376319 4.873309 5.342505 -0.4859 0.1077 0.1416
H 13.390387 4.109859 6.969233 0.6057 -0.1146 -0.4358
H 13.911531 7.589175 8.702613 -0.5999 -2.0244 1.3398
H 14.595311 5.941583 8.784588 0.6245 -0.4195 0.1748
H 13.642269 6.413903 10.201738 0.2226 0.5132 1.0044
As 9.614137 7.632069 11.269792 0.2374 -1.1595 0.1438
F 10.946982 7.689389 10.137684 0.2990 0.3693 -0.4100
F 8.768162 6.714738 10.115080 -0.6266 -0.3617 -0.2430
F 8.339446 7.564362 12.466390 0.7827 -0.0931 -0.3624
F 10.623587 8.553310 12.345039 -0.3879 0.0140 0.1952
F 8.889927 9.025127 10.589940 0.0465 1.1205 -0.0505
F 10.323462 6.138028 11.850945 -0.2609 0.0549 0.2141
```
Forces are in eV/Å.

Results
Max |F|   2.93 eV/Å
Kohn-Sham gap   11.49 eV
E_LUMO   -6.52 eV
Total charge   +3
E   -3830.572887 Ha

***

# 2
Below is a molecular structure, C23H26AuNOSb in a non-equilibrium geometry, with properties calculated with the ωB97M-V functional and the def2-TZVPD basis.

```
53
Properties=species:S:1:pos:R:3:forces:R:3
Au 0.314188 0.219812 2.522267 0.4409 0.5422 0.3224
C -1.991422 0.246196 4.712348 -2.0203 -2.1129 2.7996
C -0.640754 0.143063 5.365146 1.0009 1.1478 0.6784
N -0.641734 0.058422 6.732135 -0.6294 0.0370 -3.3253
O 0.438091 0.312657 4.720011 -1.5361 -0.7388 0.4312
H -2.070947 1.079802 4.070715 0.0437 0.7305 -0.9154
H -2.786433 0.352041 5.559417 1.2910 0.1815 -1.4853
H -2.327101 -0.728200 4.270261 0.6952 0.9024 -0.1600
H -1.529516 -0.125072 7.140675 -0.1480 -0.0916 0.7237
H 0.216335 -0.048633 7.194889 1.0261 -0.1860 0.8620
C 2.092977 -0.367959 -2.905418 1.9756 -0.2244 -1.2280
C 2.792215 0.726524 -2.105546 -2.0496 -0.5102 0.2684
C 3.910512 1.448977 -2.492084 -0.0756 -0.0046 0.4279
C 4.372800 2.538335 -1.775213 0.2401 -0.5165 1.3890
C 3.804907 2.878333 -0.524848 -0.6972 -1.3001 -2.0486
C 2.734773 2.102471 -0.081434 -0.3880 -0.4746 -0.8468
C 2.171174 1.084565 -0.910301 0.5521 0.8170 1.4276
Sb 0.365842 0.237257 -0.007654 -0.6407 0.0598 -0.3997
C -1.562941 1.141205 -0.656769 1.9844 -0.7533 -0.2547
C -2.531823 0.293212 -0.197291 -1.5347 -0.6702 1.2141
C -3.864960 0.473721 -0.627461 1.8037 0.2385 1.5385
C -4.118244 1.405306 -1.615483 0.1734 -0.0289 -1.0470
C -3.119985 2.154202 -2.249795 1.1761 -1.3322 3.7460
C -1.812027 2.115363 -1.603198 -2.2467 -0.4951 -2.7471
C -0.835158 3.085750 -2.108833 1.6171 0.1196 1.7728
C -0.097529 -1.835458 -0.558200 0.8153 0.9378 0.6162
C -0.937925 -1.988330 -1.627682 -1.0524 -1.8096 -0.8642
C -1.168636 -3.305793 -2.111495 0.5374 1.2558 -0.0818
C -0.516200 -4.375927 -1.525800 -0.4018 -1.8726 -0.3536
C 0.297160 -4.228945 -0.394314 -0.4956 1.3633 -1.4506
C 0.517647 -2.939339 0.069535 0.2524 0.3920 0.9081
C 1.496813 -2.790875 1.242254 -0.0833 -1.7125 -1.6602
H 1.742920 -1.189412 -2.301730 0.0010 -0.1748 0.3641
H 2.791497 -0.810820 -3.664629 -0.5196 0.3621 0.6419
H 1.252126 -0.012947 -3.483436 -0.3244 0.4352 -0.0489
H 4.465854 1.094785 -3.317175 0.4301 -0.1508 -1.0209
H 5.333979 2.987396 -2.014480 -0.3917 0.1989 -0.4046
H 4.180489 3.766777 -0.104100 0.2533 0.6104 1.2318
H 2.281553 2.207580 0.885352 -0.0056 0.5611 0.4200
H -2.280879 -0.467194 0.615622 -0.5552 0.9811 -1.2056
H -4.581810 0.061256 0.059322 -0.7578 -0.4349 -0.6359
H -5.113531 1.518430 -1.980001 -0.7060 0.0866 -0.0684
H -3.408051 2.865736 -2.979285 0.1870 0.5576 -0.7043
H -1.201644 4.032802 -1.702974 0.7086 0.2775 0.0076
H -0.768181 3.206242 -3.162072 -0.1470 -0.2064 -0.9670
H 0.179119 2.796926 -1.710149 -0.8052 0.8521 -0.4054
H -1.531941 -1.198169 -2.087495 0.5481 0.0897 0.1017
H -1.730314 -3.400618 -3.042140 -0.0794 -0.2616 0.4653
H -0.684461 -5.405885 -1.964918 0.3325 1.3271 0.5707
H 0.921631 -5.008293 -0.019328 -0.1060 -0.6793 0.3527
H 2.462833 -3.125896 0.786948 -0.3406 0.6932 0.9109
H 1.243718 -3.484517 2.056280 0.0556 0.2074 -0.2534
H 1.472982 -1.796860 1.609567 0.5965 0.7769 0.3903
```
Forces are in eV/Å.

Results
Max |F|   4.15 eV/Å
Kohn-Sham gap   8.94 eV
E_LUMO   -2.55 eV
Total charge   +1
E   -1397.692782 Ha

***

# 3
Below is a single C3H3NO3S molecule in a non-equilibrium geometry, with properties calculated with the ωB97M-V functional and the def2-TZVPD basis.

```
11
Properties=species:S:1:pos:R:3:forces:R:3
O 2.557723 -1.066051 -0.639055 -3.6289 1.9766 2.0982
C 1.572278 -0.502676 -0.159251 0.2028 -1.0414 -1.5430
O 1.539423 0.837813 0.184159 4.4049 -0.7482 -0.6376
N 0.333524 1.346809 0.410533 -2.8805 0.4214 -0.0363
C -0.659388 0.410520 0.320976 -0.3359 1.2971 -0.3649
S -2.228486 0.909031 0.033986 1.3017 -1.2818 0.4471
C 0.064748 -0.926295 0.299833 1.5510 0.2725 0.8169
O -0.533272 -1.880273 -0.422429 -2.7055 -1.5472 -1.3292
H 0.172698 2.202340 -0.134861 0.1946 -0.3421 0.4738
H 0.319879 -1.341814 1.299617 -0.3501 0.7252 0.1670
H -1.548286 -1.853885 -0.333009 2.2461 0.2680 -0.0922
```
Forces are in eV/Å.

Results
Max |F|   4.63 eV/Å
Kohn-Sham gap   8.90 eV
ΔE to the lowest compared entry with this formula, charge and spin   311.6 kJ/mol
E_LUMO   -0.61 eV
Total charge   0
E   -794.691566 Ha

***

# 4
Below is 4 unconnected molecules or ions with the total composition C19H22N3O4PS in a non-equilibrium geometry, with properties calculated with the ωB97M-V functional and the def2-TZVPD basis.

```
50
Properties=species:S:1:pos:R:3:forces:R:3
O 2.338618 -2.581740 2.407020 -1.0950 0.0120 -0.1936
C 1.229583 -2.680293 1.965772 0.7805 0.2560 0.1345
O 0.307064 -3.573267 2.408696 0.5814 -0.9953 0.4472
C -0.682705 -3.798736 1.403239 -0.6956 1.6883 -0.6032
C -0.048019 -3.214018 0.142826 -0.3649 -0.0278 0.9884
C 0.524134 -1.973074 0.804059 1.2628 -0.2438 -0.3733
P 1.420855 -0.758280 -0.178054 0.5093 1.4894 1.5390
O 0.253412 0.032187 -0.962124 0.0152 -0.8586 -0.4378
O 2.216955 -1.515811 -1.306199 -0.4227 -0.4502 -0.3353
S 2.461236 0.474773 0.876777 -0.0259 -0.3762 -0.0709
H -1.062123 -4.797159 1.338244 0.3491 -0.7064 0.2773
H -1.508674 -3.132761 1.625765 -0.6096 -0.2047 0.2622
H -0.720263 -2.977044 -0.655502 -0.4083 -0.2631 -0.4930
H 0.752648 -3.882997 -0.114436 0.4217 -0.1450 -0.8104
H -0.261464 -1.402690 1.289966 -0.3888 0.2684 -0.0268
H -0.485901 0.137706 -0.362935 -0.4633 0.4439 0.0541
H 2.771748 -0.857827 -1.737554 0.4931 -0.0061 -0.2673
C -5.488168 -6.634632 -0.254111 -0.0364 -0.0536 -0.0203
C -5.112068 -6.527742 1.074030 -0.0027 0.0105 -0.0090
C -4.367389 -5.424149 1.459845 0.0542 0.0553 0.1095
N -3.988722 -4.459093 0.624782 0.0399 -0.0338 -0.0511
C -4.358289 -4.579088 -0.648613 0.0477 0.0933 -0.0279
C -5.105093 -5.639482 -1.137289 0.0029 0.0018 0.0093
H -6.070825 -7.480052 -0.595605 -0.0046 -0.0076 -0.0027
H -5.389113 -7.281769 1.797139 0.0054 0.0047 0.0258
H -4.054864 -5.299892 2.491028 -0.0218 -0.0519 0.0205
H -4.036072 -3.779840 -1.307136 -0.0341 -0.0174 -0.0529
H -5.377862 -5.682520 -2.182291 0.0092 0.0184 -0.0162
C 2.320640 3.630783 -3.705226 -0.0444 -0.0136 -0.0515
C 2.262741 2.900133 -2.530491 0.0016 -0.0314 -0.0132
C 3.277288 3.067939 -1.599543 0.0929 0.0533 0.1228
N 4.308904 3.893662 -1.772133 -0.0467 0.0009 -0.0726
C 4.348446 4.586404 -2.906983 0.0799 0.0403 0.0241
C 3.385469 4.494456 -3.900848 -0.0021 -0.0066 0.0063
H 1.546912 3.530787 -4.455838 -0.0070 0.0040 -0.0043
H 1.447503 2.216409 -2.332344 -0.0101 0.0172 0.0557
H 3.264398 2.516918 -0.667620 -0.0474 -0.0094 -0.0453
H 5.199617 5.249111 -3.021072 -0.0165 0.0258 -0.0529
H 3.469314 5.085409 -4.802523 0.0202 0.0148 -0.0013
C 1.384551 5.793084 2.857467 0.0336 0.0305 0.0509
C 0.485268 6.515865 2.091152 -0.0002 -0.0091 -0.0015
C -0.150576 5.871507 1.041156 -0.0594 0.0200 -0.0746
N 0.055334 4.596185 0.723313 -0.0020 0.0135 0.0420
C 0.924817 3.916369 1.469138 -0.0519 -0.0963 -0.1074
C 1.610715 4.464319 2.542531 -0.0037 0.0196 -0.0038
H 1.901687 6.259054 3.686347 0.0044 0.0053 0.0047
H 0.280004 7.556475 2.301027 -0.0159 0.0116 -0.0141
H -0.863560 6.400087 0.417618 0.0066 0.0556 0.0254
H 1.077000 2.881672 1.184863 0.0626 -0.0144 0.0535
H 2.304886 3.862661 3.112669 0.0070 -0.0319 -0.0189
```
Forces are in eV/Å.

Results
Max |F|   2.20 eV/Å
Kohn-Sham gap   9.14 eV
ΔE to the lowest compared entry with this formula, charge and spin   47.7 kJ/mol
E_LUMO   0.26 eV
Total charge   0
E   -1942.033692 Ha

***

# 5
Below is 2 unconnected molecules or ions with the total composition C7H11NO in a non-equilibrium geometry, with properties calculated with the ωB97M-V functional and the def2-TZVPD basis.

```
20
Properties=species:S:1:pos:R:3:forces:R:3
C 1.836912 0.636257 1.089317 -0.8883 0.0285 -0.3658
C 0.647939 0.076310 0.831906 1.3831 -0.2900 0.3486
C 0.467724 -0.789338 -0.393155 1.7370 -1.7961 1.2478
O 1.422081 -1.026910 -1.126715 -1.1452 0.5663 0.0908
C -0.679372 -1.809177 -0.243741 -0.2420 0.5544 -0.6875
N -0.318250 -2.881715 0.665552 0.1153 0.0288 0.0138
H 2.023238 1.235502 1.968996 -0.0126 -0.1443 0.1592
H 2.614783 0.581572 0.340632 0.0799 -0.0381 -0.0371
H -0.113257 0.016098 1.600541 -0.2787 0.3333 -0.1365
H -1.578182 -1.315495 0.132483 -0.0152 -0.0264 -0.0735
H -0.885669 -2.236503 -1.225929 -0.0782 0.0299 0.0385
H 0.503723 -3.364291 0.321841 0.0256 0.0229 0.0635
H -0.107313 -2.522977 1.588954 0.0448 -0.0439 0.0116
C -0.732110 0.946268 -1.678207 -0.2535 1.7690 0.4735
C -0.700551 1.767340 -0.629872 -1.1375 -0.1466 -2.3840
C -0.906394 2.778741 0.157833 0.5643 -0.1055 0.6997
H -1.652013 0.443275 -1.947139 0.0012 -0.1664 0.1902
H 0.040840 0.993011 -2.437151 0.2222 -0.3950 0.3423
H -1.200515 3.748724 -0.229795 -0.2276 -0.2196 -0.1065
H -0.683613 2.723308 1.213649 0.1052 0.0388 0.1114
```
Forces are in eV/Å.

Results
Max |F|   2.79 eV/Å
Kohn-Sham gap   9.59 eV
ΔE to the lowest compared entry with this formula, charge and spin   387.1 kJ/mol
E_LUMO   0.57 eV
Total charge   0
E   -403.186516 Ha

***

# 6
Below is a single C2F3P molecule in a non-equilibrium geometry, with properties calculated with the ωB97M-V functional and the def2-TZVPD basis.

```
6
Properties=species:S:1:pos:R:3:forces:R:3
C 1.483336 -0.219759 -0.530684 0.0489 -0.3120 -0.1137
C -1.573306 0.395079 -0.078354 -0.4211 -0.4843 -0.1684
F 2.318848 -0.002015 0.445527 0.5363 0.1493 0.1159
F -2.096666 0.463122 -1.263342 -0.4306 0.4930 -0.6125
F 0.006054 -0.390006 1.711732 0.3662 -0.3719 -0.9216
P -0.140084 -0.568041 0.113231 -0.0997 0.5259 1.7002
```
Forces are in eV/Å.

Results
Max |F|   1.78 eV/Å
Kohn-Sham gap (spin up / spin down)   6.76 / 5.66 eV
Multiplicity   3
E_LUMO (spin up / spin down)   -1.62 / -3.03 eV
Total charge   0
E   -716.883015 Ha